{
  "formula": "C16H14FN5O3S",
  "method": "wB97M-V/def2-TZVPD",
  "symbols": ["C", "C", "C", "C", "N", "C", "O", "C", "S", "C", "N", "C", "O", "C", "C", "N", "N", "C", "C", "C", "C", "F", "C", "C", "N", "O", "H", "H", "H", "H", "H", "H", "H", "H", "H", "H", "H", "H", "H", "H"],
  "positions_angstrom": [[-1.0259, 3.6353, 5.2232], [-1.4636, 3.2097, 3.8716], [-1.4734, 1.9993, 3.2475], [-2.0257, 2.2916, 1.9671], [-2.2328, 1.3320, 1.0019], [-2.6414, 1.5258, -0.2783], [-2.9145, 2.5797, -0.7908], [-2.7516, 0.1972, -1.0396], [-1.2050, -0.2659, -1.8805], [-0.2721, -0.9453, -0.5565], [-0.7375, -0.9237, 0.6298], [-0.0094, -1.4156, 1.7201], [-0.4476, -1.2624, 2.8425], [1.2400, -2.0492, 1.3792], [1.6922, -2.0690, 0.0975], [2.8527, -2.6825, -0.2818], [0.9386, -1.4830, -0.9055], [1.3763, -1.4694, -2.2595], [1.3801, -2.6495, -2.9949], [1.7938, -2.6356, -4.3134], [2.1931, -1.4343, -4.8749], [2.5989, -1.4197, -6.1544], [2.1935, -0.2506, -4.1566], [1.7833, -0.2716, -2.8371], [-2.3105, 3.5642, 1.8573], [-1.9641, 4.1407, 3.0373], [-0.6288, 2.7821, 5.7643], [-1.8669, 4.0539, 5.7736], [-0.2605, 4.4056, 5.1444], [-1.1500, 1.0429, 3.6019], [-1.8887, 0.3987, 1.2439], [-3.0290, -0.6297, -0.3889], [-3.4695, 0.3163, -1.8507], [1.8242, -2.4815, 2.1736], [3.4831, -2.9316, 0.4613], [3.2782, -2.4025, -1.1505], [1.0581, -3.5693, -2.5316], [1.8037, -3.5354, -4.9069], [2.5085, 0.6652, -4.6296], [1.7705, 0.6372, -2.2559]],
  "forces_ev_per_a": [[-0.11, 0.16, -0.20], [0.01, -0.71, -0.36], [-0.05, 0.64, 0.17], [0.13, 0.79, 0.69], [-0.06, -0.05, 0.29], [-0.08, -0.50, -0.16], [-0.07, 0.23, -0.17], [0.35, -0.03, 0.03], [-0.20, 0.15, -0.36], [-0.38, 0.10, 0.07], [-0.24, -0.15, 0.08], [0.37, -0.09, -0.38], [-0.03, -0.04, 0.30], [0.00, 0.00, 0.03], [-0.05, -0.05, 0.52], [0.03, 0.00, -0.18], [0.08, -0.08, 0.19], [0.20, 0.00, -0.49], [-0.04, 0.22, 0.05], [0.08, 0.09, -0.15], [-0.03, 0.02, 0.15], [-0.05, 0.00, 0.11], [0.02, -0.11, -0.21], [0.06, -0.25, 0.08], [-0.42, -0.40, -1.28], [0.37, 0.07, 0.99], [0.02, -0.02, 0.04], [-0.02, 0.01, 0.09], [0.07, 0.02, 0.05], [0.10, -0.23, 0.16], [-0.16, 0.23, -0.25], [-0.10, 0.01, -0.04], [0.05, 0.01, 0.08], [0.13, -0.07, 0.05], [-0.01, 0.04, -0.03], [0.05, -0.01, 0.07], [-0.04, -0.08, 0.05], [0.01, -0.08, -0.08], [0.04, 0.08, -0.07], [-0.01, 0.09, 0.08]],
  "lowdin_charge": [-0.006, -0.321, 0.056, -0.303, 0.145, -0.535, 0.090, -0.339, 1.060, -0.545, 0.108, -0.485, 0.045, 0.052, -0.290, 0.161, 0.019, -0.306, -0.004, 0.015, -0.265, 0.077, 0.017, -0.029, 0.122, 0.000, 0.085, 0.087, 0.086, 0.098, 0.100, 0.084, 0.085, 0.116, 0.112, 0.100, 0.131, 0.124, 0.126, 0.128],
  "smiles": "Cc1cc(NC(=O)CSc2nc(=O)cc(N)n2-c2ccc(F)cc2)no1",
  "spin_multiplicity": 1
}

=====

{
  "formula": "C25H45FNO9S4",
  "method": "wB97M-V/def2-TZVPD",
  "symbols": ["C", "C", "O", "N", "H", "H", "C", "H", "H", "H", "H", "H", "H", "F", "C", "C", "C", "C", "C", "C", "H", "H", "H", "H", "H", "C", "C", "C", "S", "O", "O", "C", "H", "H", "H", "H", "H", "H", "H", "H", "C", "C", "C", "S", "O", "O", "C", "H", "H", "H", "H", "H", "H", "H", "H", "C", "C", "C", "S", "O", "O", "C", "H", "H", "H", "H", "H", "H", "H", "H", "C", "C", "C", "S", "O", "O", "C", "H", "H", "H", "H", "H", "H", "H", "H"],
  "positions_angstrom": [[-1.3986, -2.5431, -2.1097], [-1.5536, -1.5761, -0.9347], [-1.1446, -1.9671, 0.2113], [-2.2706, -0.2541, -1.0727], [-2.6926, 0.0819, -0.2237], [-1.5326, 0.3969, -1.1047], [-3.2816, -0.1851, -2.1297], [-1.4796, -2.0821, -3.0507], [-2.0806, -3.2031, -1.8267], [-0.2646, -2.6711, -2.1907], [-3.8636, -0.8671, -1.6927], [-3.1106, -0.4591, -3.2127], [-4.0786, 0.7289, -2.2007], [0.6294, -2.4311, -4.9117], [0.0974, -1.5971, -5.8367], [0.3354, -1.8501, -7.2277], [-0.1646, -0.9401, -8.1247], [-0.8816, 0.1179, -7.7497], [-1.0556, 0.4599, -6.3287], [-0.6526, -0.4201, -5.3187], [0.9114, -2.7431, -7.4057], [-0.0096, -1.1441, -9.1577], [-1.4906, 0.6579, -8.5487], [-1.8306, 1.3629, -6.3617], [-0.7826, -0.1841, -4.2567], [-1.8836, 4.9219, 2.6903], [-2.0486, 3.8149, 3.6713], [-2.0696, 2.4779, 3.0163], [-2.7156, 2.7549, 1.4093], [-4.1376, 2.5549, 1.4463], [-1.8796, 2.0789, 0.5073], [-2.5316, 4.5499, 1.3863], [-0.8216, 4.9709, 2.5293], [-2.1586, 5.8329, 2.9713], [-3.0266, 3.8369, 4.1383], [-1.1736, 3.9669, 4.2633], [-2.5286, 1.6319, 3.4723], [-1.0216, 2.0799, 2.8043], [-3.5526, 4.8929, 1.3463], [-1.7986, 4.6059, 0.5633], [-0.7686, -0.6771, 5.4543], [-2.0296, -1.3001, 5.0623], [-1.7586, -2.1711, 4.0063], [-0.1966, -2.8601, 4.5123], [0.7304, -3.0311, 3.4193], [-0.6396, -4.0891, 5.2433], [0.3464, -1.7201, 5.6773], [-0.9606, 0.1299, 6.2193], [-0.5176, 0.1259, 4.5893], [-2.6926, -0.5891, 4.8193], [-2.4516, -1.6541, 5.8923], [-1.6066, -1.8791, 2.9693], [-2.6116, -2.8051, 3.9443], [1.2974, -1.4991, 5.2743], [0.2114, -2.2101, 6.4423], [3.4694, -1.7941, 2.4093], [3.8154, -3.2551, 2.2883], [4.1344, -3.5651, 0.9713], [3.4084, -2.2311, -0.0697], [2.3414, -2.7371, -0.8197], [4.5114, -1.5281, -0.7077], [2.7664, -1.3051, 1.2463], [4.3254, -1.3001, 2.2733], [3.1434, -1.6651, 3.3173], [3.0684, -3.7871, 2.7983], [4.7334, -3.5001, 2.7613], [3.8504, -4.6941, 0.8263], [5.3074, -3.5511, 1.0183], [1.6264, -1.6211, 1.2363], [2.6944, -0.2031, 1.2143], [2.5694, 2.3189, -0.8767], [2.9914, 1.5279, -2.1287], [2.0484, 1.9769, -3.1557], [0.5104, 2.3719, -2.4137], [-0.4316, 1.2639, -2.4167], [0.0854, 3.6759, -2.8927], [1.1394, 2.5009, -0.8107], [3.1054, 3.0839, -0.6377], [2.8824, 1.7119, -0.0727], [2.9134, 0.2869, -1.9037], [4.0124, 1.6559, -2.4257], [1.8544, 1.1759, -3.8517], [2.2754, 2.7239, -3.5437], [0.6774, 1.6769, -0.3017], [0.8104, 3.3579, -0.3087]],
  "forces_ev_per_a": [[4.77, 5.09, 0.18], [2.09, -3.14, 4.80], [-2.37, 3.02, -5.10], [0.73, -0.24, -0.13], [-0.49, -0.40, 1.05], [1.80, 1.81, -1.13], [-1.88, 3.00, -2.72], [-1.30, 0.52, -1.29], [-2.26, -4.01, 0.39], [-1.49, -1.18, 0.94], [-3.21, -3.17, 0.50], [0.89, 0.28, 1.62], [2.84, -1.41, 0.78], [-0.27, 0.07, -0.24], [-0.86, 2.02, -0.52], [0.01, 0.12, 4.33], [0.79, -1.59, -1.07], [-2.06, 2.46, 1.71], [-2.52, 0.59, -3.04], [1.47, -1.01, -2.17], [0.06, 0.00, -0.55], [-0.02, -0.10, -0.76], [1.23, -0.32, 1.38], [2.01, -1.84, 1.43], [0.18, -0.33, -0.47], [1.71, -3.29, -2.45], [-1.22, -0.20, 1.16], [3.43, -0.99, -1.25], [-2.55, 2.28, 3.09], [-0.46, -0.93, -0.56], [1.65, -1.77, -2.88], [1.19, -1.42, -0.70], [0.64, 0.29, -0.32], [-1.41, 3.69, 1.64], [0.13, 0.70, 0.94], [-0.09, -0.54, 1.55], [-0.93, -0.20, 0.63], [-0.99, 0.69, 0.22], [-0.05, 0.42, -0.89], [-1.03, 1.12, -0.21], [1.86, 5.81, -0.39], [1.71, 2.56, 0.33], [0.49, -2.34, -3.05], [-2.17, -6.78, -0.47], [0.08, 0.68, 0.01], [1.36, 2.13, -0.85], [-0.93, 5.63, -8.10], [0.62, -1.40, 0.14], [0.16, -2.16, 1.32], [-2.44, 2.99, -1.21], [-1.68, -2.69, 3.15], [0.05, 1.21, 0.09], [0.11, -1.82, -0.12], [1.25, 0.70, 0.62], [-0.45, -4.47, 8.50], [1.29, -2.27, -2.33], [-0.65, 1.29, 3.94], [2.52, -3.33, -3.71], [3.90, -0.22, -0.06], [-2.35, -0.86, -2.07], [-0.84, -0.15, 0.25], [-5.70, 0.43, 0.09], [4.02, 2.10, 0.43], [-2.36, 1.42, 4.68], [-1.32, -1.10, 0.12], [0.45, 0.25, 1.72], [0.25, 2.33, -0.94], [-2.17, 0.33, -1.63], [2.04, 0.35, 0.12], [0.73, -0.54, -0.65], [0.32, -5.06, -0.51], [-0.35, -3.34, 1.99], [-4.22, -12.35, 4.09], [-0.90, 1.73, -0.50], [-0.18, -0.34, -0.26], [-0.05, -0.99, 0.07], [-1.40, -1.02, 0.87], [3.13, 5.49, 0.32], [0.10, -1.09, 1.24], [0.01, 3.48, -0.64], [0.53, 0.28, -0.04], [-0.12, 0.02, -0.69], [3.93, 12.00, -6.57], [-0.27, -0.52, 0.39], [-0.49, 1.53, 0.38]],
  "lowdin_charge": [0.062, -0.254, 0.095, 0.072, 0.146, 0.072, -0.004, 0.040, 0.060, 0.141, 0.046, 0.122, 0.181, 0.033, -0.215, -0.002, -0.138, -0.112, -0.076, -0.028, 0.117, 0.107, 0.129, 0.142, 0.059, -0.207, -0.212, -0.243, 0.646, -0.301, -0.313, -0.171, 0.121, 0.084, 0.134, 0.120, 0.091, 0.127, 0.113, 0.114, -0.198, -0.309, -0.232, 0.736, -0.300, -0.327, -0.156, 0.138, 0.151, 0.092, 0.107, 0.103, 0.122, 0.103, 0.017, -0.232, -0.288, -0.228, 0.652, -0.305, -0.323, -0.256, 0.092, 0.066, 0.099, 0.118, 0.163, 0.154, 0.134, 0.113, -0.207, -0.137, -0.211, 0.739, -0.342, -0.285, -0.243, 0.070, 0.095, 0.179, 0.121, 0.128, -0.010, 0.093, 0.103],
  "charge": 1,
  "spin_multiplicity": 1,
  "de_lowest_kj_mol": 271.4
}

=====

{
  "formula": "F24KP4",
  "method": "wB97M-V/def2-TZVPD",
  "symbols": ["K", "P", "F", "F", "F", "F", "F", "F", "P", "F", "F", "F", "F", "F", "F", "P", "F", "F", "F", "F", "F", "F", "P", "F", "F", "F", "F", "F", "F"],
  "positions_angstrom": [[-1.0348, -0.0808, -0.3816], [-2.5452, 3.4906, 0.0632], [-3.9832, 4.2631, -0.1568], [-1.9417, 4.9373, 0.3975], [-2.9620, 3.1409, 1.6090], [-1.0813, 2.8151, 0.3369], [-3.3026, 2.0746, -0.1807], [-2.2519, 3.4785, -1.5447], [1.7421, 0.9479, -2.4698], [1.9682, -0.2845, -1.4018], [0.8573, 1.6606, -1.2939], [3.1502, 1.5024, -1.9242], [1.4578, 2.1990, -3.4640], [2.5097, 0.1607, -3.6952], [0.3693, 0.1696, -2.8884], [0.7454, -0.2188, 2.8938], [1.2571, -1.2804, 3.9930], [1.9882, -0.3482, 1.8993], [0.0633, -1.4858, 2.1255], [0.1924, 0.8929, 1.8323], [-0.5610, 0.1698, 3.8034], [1.4952, 0.9203, 3.7941], [0.2415, -4.1628, -0.4942], [0.9527, -4.3234, -1.9324], [1.7434, -3.7391, 0.0363], [0.0169, -2.5577, -0.7705], [-0.3493, -4.0261, 1.0345], [-1.1910, -4.5416, -1.1209], [0.4533, -5.7739, -0.0998]],
  "forces_ev_per_a": [[0.63, 0.22, 0.20], [-0.47, -1.36, 0.72], [0.12, -0.20, -0.26], [0.37, -0.06, -0.23], [0.50, 1.57, 0.50], [-1.08, 0.25, -0.47], [0.07, -1.21, -1.07], [0.15, 1.05, 0.70], [-0.27, -1.99, 1.49], [0.17, -0.08, -0.76], [0.64, 0.71, -0.47], [-0.21, 1.09, -0.61], [0.27, -0.36, 0.40], [-0.15, 0.38, 0.54], [-0.44, 0.34, -0.88], [-0.11, 0.95, 0.15], [0.31, -0.38, 0.11], [0.88, -0.48, 0.74], [-0.85, 1.09, 0.16], [-0.47, -0.29, 0.00], [-0.52, -1.28, -0.24], [0.72, 0.43, -0.57], [1.99, 0.61, 1.79], [-0.66, -0.63, -0.42], [-0.71, -0.91, 0.49], [-0.89, -0.72, -0.07], [-0.19, 0.32, -1.15], [-0.20, 0.28, 0.07], [0.41, 0.66, -0.86]],
  "lowdin_charge": [0.874, 0.184, -0.212, -0.158, -0.194, -0.188, -0.218, -0.175, 0.191, -0.192, -0.218, -0.160, -0.169, -0.197, -0.218, 0.161, -0.176, -0.141, -0.184, -0.227, -0.196, -0.201, 0.213, -0.175, -0.190, -0.237, -0.191, -0.174, -0.230],
  "charge": -3,
  "spin_multiplicity": 1,
  "de_lowest_kj_mol": 123.1
}

=====

{
  "formula": "C3H8NO3S",
  "method": "wB97M-V/def2-TZVPD",
  "symbols": ["O", "C", "O", "C", "C", "S", "N", "H", "H", "H", "H", "H", "H", "H", "H", "O"],
  "positions_angstrom": [[-1.2503, 1.5351, -0.1237], [-1.0904, 0.2969, -0.0248], [-1.8784, -0.6250, 0.2326], [0.4474, -0.0732, -0.2744], [0.5741, -1.5847, -0.1977], [2.3201, -2.1572, -0.4546], [0.8234, 0.3777, -1.6192], [1.0442, 0.4088, 0.4929], [0.3677, -1.8715, 0.8288], [-0.1622, -2.1002, -0.8066], [2.8953, -0.9902, -0.7539], [0.5089, 1.3393, -1.7054], [0.2805, -0.1392, -2.3016], [-1.8082, 1.2277, 2.6521], [-1.7576, 2.3359, 1.6275], [-1.3144, 2.0198, 2.4279]],
  "forces_ev_per_a": [[-0.83, 0.01, -0.48], [1.62, 0.40, 0.12], [-0.40, 0.13, 0.10], [-1.77, -0.96, -0.79], [0.97, 0.30, 1.00], [-0.27, -0.41, -0.11], [0.60, 0.44, 0.05], [0.19, 0.15, -0.03], [-0.21, -0.06, 0.03], [0.27, 0.02, -0.40], [-0.23, 0.17, -0.14], [-0.04, 0.01, 0.10], [-0.07, -0.12, 0.05], [0.01, -0.16, -0.12], [0.42, -0.40, -0.37], [-0.26, 0.48, 0.98]],
  "lowdin_charge": [-0.096, -0.696, -0.047, -0.399, -0.526, 0.609, 0.012, 0.130, 0.056, 0.069, -0.178, 0.058, 0.070, 0.020, 0.010, -0.092],
  "charge": -1,
  "spin_multiplicity": 1,
  "de_lowest_kj_mol": 66.9
}

=====

{
  "formula": "C4H4N2O",
  "method": "wB97M-V/def2-TZVPD",
  "symbols": ["N", "C", "C", "N", "C", "C", "O", "H", "H", "H", "H"],
  "positions_angstrom": [[-0.4984, 1.7970, 1.4980], [-0.1913, 0.8302, 0.7563], [-0.0488, 0.9606, -0.7061], [0.1835, -0.0065, -1.4917], [0.2876, -1.3179, -0.8725], [0.3384, -1.5292, 0.6135], [0.0657, -0.4380, 1.3120], [-0.5284, 1.5048, 2.4770], [-0.1500, 1.9751, -1.0936], [1.1301, -1.8604, -1.3197], [-0.5884, -1.9154, -1.1731]],
  "forces_ev_per_a": [[0.10, -0.41, -0.21], [-0.07, 0.33, 0.09], [0.05, -0.09, -0.20], [-0.09, 0.22, 0.37], [0.02, -0.14, 0.08], [-0.10, 0.33, -0.20], [0.12, -0.21, -0.01], [-0.01, 0.04, -0.04], [0.02, -0.13, 0.05], [-0.10, 0.06, 0.11], [0.08, -0.01, -0.02]],
  "lowdin_charge": [0.195, -0.379, -0.092, 0.071, -0.243, 0.024, -0.018, 0.081, 0.121, 0.113, 0.127],
  "spin_multiplicity": 1,
  "de_lowest_kj_mol": 355.9
}

=====

no.,E_HOMO (eV)
1,-8.7440
2,-11.0475
3,-3.9690
4,-4.2395
5,-8.7690